The following is a DFT calculation (wB97M-V/def2-TZVPD) of 2 unconnected molecules or ions with the total composition C4H14N3.

Cartesian coordinates (Å):
C1 1.55488 -1.66366 0.97003
C2 -0.56192 -0.63910 1.18970
N1 0.37816 -0.94389 0.26330
N2 -0.34496 -0.17575 2.46938
N3 -1.94601 -0.70935 0.85336
H1 0.10923 -0.60658 -0.76773
H2 0.58421 -0.23869 2.91660
H3 -1.18635 -0.08774 3.05031
H4 -2.21938 -1.18596 0.05066
H5 -2.50054 -0.11378 1.28077
H6 1.31117 -2.61427 1.29468
H7 1.94078 -0.90000 1.69925
H8 2.23491 -1.85315 -0.02640
C3 -0.57364 1.26371 -2.20391
C4 0.75488 1.68378 -1.51543
H9 -1.18559 0.55095 -1.57882
H10 -1.18481 1.98575 -2.55933
H11 -0.42095 0.51959 -2.95372
H12 1.24348 1.14102 -0.77870
H13 0.34872 2.74423 -1.36025
H14 1.66374 1.84288 -2.29373

The calculation puts the energy above the lowest of the compared OMol25 structures with the same formula, charge and spin at 315.46 kJ/mol. The value obtained for the LUMO energy is -3.272 eV. The charge is +1. The calculation puts the gap between HOMO and LUMO at 11.1 eV.

The following is a DFT calculation (wB97M-V/def2-TZVPD) of a molecular structure, C25H41F3O2P2Re.

Cartesian coordinates (Å):
Re1 -0.09873 -0.60654 0.58169
C1 -0.99987 -2.09308 1.84587
C2 0.31639 -2.49228 1.41502
C3 0.50094 -0.48280 2.58233
C4 -0.88494 -0.80908 2.51658
C5 1.23995 -1.51959 1.91566
C6 -2.27631 -2.89291 1.80286
H1 -2.15065 -3.81400 1.21468
H2 -3.10634 -2.31645 1.38696
H3 -2.54963 -3.16852 2.83368
C7 -1.95317 -0.13979 3.30510
H4 -2.92179 -0.21015 2.80874
H5 -1.69693 0.90984 3.47246
H6 -2.02113 -0.63925 4.27964
C8 1.14684 0.53071 3.46214
H7 1.27444 0.12921 4.47759
H8 0.54568 1.44207 3.50124
H9 2.13662 0.79001 3.07706
C9 2.72294 -1.69868 2.09165
H10 2.95959 -1.98292 3.12367
H11 3.25450 -0.76484 1.89031
H12 3.09329 -2.48438 1.42893
C10 0.75065 -3.74552 0.69535
H13 1.47333 -4.29232 1.31229
H14 1.26146 -3.49011 -0.23937
H15 -0.09964 -4.38667 0.46271
C11 -1.00248 1.34654 -2.07810
C12 -1.82847 0.19396 -2.34791
C13 -1.55053 -0.45407 -3.72311
C14 -0.11671 -0.95009 -3.87649
C15 0.81437 -0.51444 -2.76686
C16 1.53808 0.62433 -2.81602
C17 1.15942 2.04775 -2.97288
C18 -0.35904 2.12461 -3.16042
H16 -1.80640 0.27969 -4.49484
H17 0.25275 -0.69391 -4.88526
H18 -2.20772 -1.31683 -3.86972
H19 -0.61245 1.76834 -4.17119
H20 -1.29800 1.91551 -1.17079
H21 -2.86934 0.56148 -2.32805
H22 -0.72644 3.16066 -3.13763
H23 1.48767 2.69463 -2.15011
H24 2.64023 0.41817 -2.91145
H25 1.67397 2.39423 -3.87328
H26 -0.09675 -2.05129 -3.86160
H27 1.21408 -1.35250 -2.17891
P1 -1.97560 -1.03976 -0.97432
C19 -3.35977 -0.24861 -0.05035
C20 -1.70348 -2.73572 -1.57251
P2 2.71047 1.01856 0.36534
C21 1.00098 1.00561 -0.19801
C22 3.77283 -0.19301 -0.59178
C23 2.91867 2.81086 0.24324
H28 -3.01984 0.69843 0.43262
H29 -3.78967 -0.88261 0.74096
H30 -4.12968 -0.03400 -0.81112
H31 -0.62593 -2.88759 -1.70269
H32 -2.23969 -2.88314 -2.51904
H33 -2.04070 -3.49705 -0.86103
H34 2.64695 3.16369 -0.75435
H35 3.95628 3.03353 0.49629
H36 2.23197 3.23053 0.99886
H37 0.51760 1.98731 -0.27221
H38 0.50342 0.25873 -0.93665
H39 4.73638 -0.19457 -0.06331
H40 3.93699 0.12330 -1.63074
H41 3.37918 -1.22649 -0.56369
F1 0.25643 4.65342 2.77118
C24 -1.05908 4.27874 2.61557
F2 -1.51104 3.89509 3.86963
F3 -1.75501 5.37591 2.24872
C25 -1.20041 3.06770 1.61932
O1 -2.09329 3.02314 0.76337
O2 -0.28870 2.22927 1.86642

The calculation puts the energy above the lowest of the compared OMol25 structures with the same formula, charge and spin at 825.48 kJ/mol. As for the spin multiplicity: 4. The value obtained for the LUMO energy (spin up / spin down) is -8.551 / -9.175 eV. Its expectation value of S² is 3.951. The charge is +2. The calculation puts the gap between HOMO and LUMO (spin up / spin down) at 4.9 / 5.4 eV.

The following is a DFT calculation (wB97M-V/def2-TZVPD) of C2H6N2O in the gas phase.

Cartesian coordinates (Å):
H1 -3.08164 0.48478 0.06672
N1 -2.32200 -0.11822 0.08596
C1 -1.06975 0.37944 -0.11494
N2 -0.03637 -0.39993 -0.29190
O1 1.01433 -0.15929 0.58390
C2 2.02854 0.18171 -0.16542
H2 -0.84630 1.42847 -0.13231
H3 -0.28855 -1.36993 -0.27748
H4 2.67168 0.78913 0.60764
H5 1.64953 0.92477 -0.95451
H6 2.53651 -0.72274 -0.85753

The calculation puts the energy above the lowest of the compared OMol25 structures with the same formula, charge and spin at 444.68 kJ/mol. The value obtained for the LUMO energy is 1.009 eV. The calculation puts the gap between HOMO and LUMO at 10.6 eV.

The following is a DFT calculation (wB97M-V/def2-TZVPD) of a molecular structure, C15H7F15N2O7PtS6Te.

Cartesian coordinates (Å):
Pt1 -0.63894 0.69287 0.01012
S1 1.29642 2.65936 3.69631
C1 0.82304 1.97189 2.26711
S2 0.72236 0.23603 1.96830
S3 0.20055 2.74490 0.81199
F1 2.69815 2.92018 -5.43709
C2 3.40637 1.76858 -5.16573
F2 2.52696 0.95093 -4.63603
F3 3.92449 1.25641 -6.25050
S4 4.70074 2.35776 -3.98791
O1 3.97669 2.64795 -2.75998
O2 5.33299 3.37879 -4.69995
N1 5.81849 1.20194 -3.83522
S5 5.64123 -0.29046 -3.40057
O3 4.57107 -1.06632 -4.00269
O4 6.97771 -0.90158 -3.38007
C3 5.07579 -0.32196 -1.61214
F4 5.36534 -1.56098 -1.14687
F5 5.61374 0.63452 -0.84980
F6 3.74471 -0.25368 -1.55925
F7 -4.64439 3.75745 1.26489
C4 -3.91726 2.68455 1.59010
F8 -2.68635 3.09340 2.04539
F9 -4.48069 2.08658 2.66146
C5 -3.78668 1.64522 0.43916
O5 -2.86739 0.70403 0.78079
C6 -5.14474 0.87894 0.29019
F10 -5.05969 0.05924 -0.75291
F11 -5.28703 0.07531 1.36798
F12 -6.19138 1.68390 0.21792
C7 -3.38848 2.41031 -0.91036
F13 -2.52188 3.39750 -0.74415
F14 -4.44682 2.93680 -1.52709
F15 -2.85939 1.44125 -1.68583
O6 -0.60240 -0.80550 -2.73462
C8 -0.95710 -1.61007 -1.91723
C9 -1.24124 -3.12493 -2.07381
C10 -1.23130 -3.63459 -0.56375
C11 -1.20481 -2.31160 0.19302
O7 -1.31621 -2.28487 1.45214
N2 -1.10596 -1.27070 -0.58855
H1 -0.53045 -3.74242 -2.73404
H2 -2.29852 -3.21285 -2.39436
H3 -0.30300 -4.04014 -0.24966
H4 -2.12722 -4.24054 -0.32190
Te1 -1.89467 -0.41514 3.29137
C12 -0.92428 -1.38330 4.80935
C13 0.40633 -1.85514 4.90125
C14 0.67887 -2.44748 6.11657
C15 -0.40617 -2.39731 6.97409
S6 -1.78807 -1.71988 6.28067
H5 1.11383 -1.79988 4.04611
H6 1.64481 -2.83331 6.47439
H7 -0.40815 -2.75192 7.97140

The calculation puts the energy above the lowest of the compared OMol25 structures with the same formula, charge and spin at 84.56 kJ/mol. As for the spin multiplicity: 5. The value obtained for the LUMO energy (spin up / spin down) is 3.310 / 2.257 eV. Its expectation value of S² is 6.027. The charge is -2. The calculation puts the gap between HOMO and LUMO (spin up / spin down) at 5.7 / 5.7 eV.

The following is a DFT calculation (wB97M-V/def2-TZVPD) of 2 unconnected molecules or ions with the total composition C4H11NS.

Cartesian coordinates (Å):
C1 0.80143 -0.62868 0.08156
N1 3.15461 -0.54542 0.70094
C2 2.06846 0.20938 0.29976
C3 -2.18444 0.92176 -0.25370
S1 -2.85728 -0.62914 0.22782
C4 2.38719 1.14222 -0.92542
H1 -0.05914 -0.00086 -0.23430
H2 1.08254 -1.24441 -0.78731
H3 0.52872 -1.34068 0.85216
H4 3.47003 -1.24811 0.02959
H5 1.90709 0.90386 1.12841
H6 -1.93755 1.52294 0.61775
H7 -2.85435 1.41465 -0.94844
H8 -4.05243 -0.47790 -0.36140
H9 1.52160 1.59236 -1.40147
H10 3.10149 1.89912 -0.61720
H11 2.89752 0.46365 -1.62098

The calculation puts the energy above the lowest of the compared OMol25 structures with the same formula, charge and spin at 681.25 kJ/mol. The value obtained for the LUMO energy is -3.215 eV. The calculation puts the gap between HOMO and LUMO at 3.2 eV.

The following is a DFT calculation (wB97M-V/def2-TZVPD) of a molecular structure, C19H36AlBrCl2Cs2FN2O14S.

Cartesian coordinates (Å):
C1 4.13373 0.17014 1.20058
C2 3.69572 0.73777 -0.16937
C3 2.89715 -0.25656 -1.04051
C4 1.62935 0.38475 -1.70560
N1 0.43788 -0.45585 -1.36975
C5 -0.71120 0.31214 -0.84005
C6 -1.87878 -0.73526 -0.82145
C7 -1.40326 -2.01050 -0.11506
C8 -1.12453 -3.22291 -1.12592
O1 -2.28900 -3.11158 -0.18509
N2 -1.10694 1.38498 -1.74606
C9 -0.90932 2.73710 -1.26724
C10 -2.05570 3.29024 -0.41757
F1 -1.55386 4.11508 0.57412
C11 -0.51321 0.74289 0.62661
O2 0.68138 1.10371 1.06371
O3 -1.45248 0.79133 1.37349
H1 3.64462 -0.78777 1.37386
H2 3.91542 0.86391 2.01200
H3 5.21529 0.02369 1.22706
H4 4.55933 1.05961 -0.75416
H5 3.11472 1.64155 0.01635
H6 3.58156 -0.60914 -1.81804
H7 2.58430 -1.14151 -0.48373
H8 1.51493 1.40126 -1.34717
H9 1.80639 0.33393 -2.77947
H10 0.08649 -0.77592 -2.26994
H11 -2.71923 -0.38708 -0.22891
H12 -2.15708 -1.02507 -1.83287
H13 -0.73138 -1.86287 0.80277
H14 -1.45886 -3.11606 -2.14885
H15 -0.68636 -4.14370 -0.69767
H16 -0.80278 1.25311 -2.69688
H17 0.06595 2.92199 -0.77995
H18 -0.88740 3.37154 -2.15800
H19 -2.79060 3.79549 -1.04621
H20 -2.58957 2.43929 0.01569
O4 2.20175 1.21524 -4.69967
H21 3.05128 1.60428 -4.93072
H22 2.03396 0.57940 -5.40363
C12 -4.95906 -3.41496 -6.99799
C13 -3.55320 -3.39189 -6.45529
C14 -3.34810 -4.26330 -5.23284
O5 -2.24882 -3.57654 -4.59526
C15 -2.33351 -2.28945 -4.93217
O6 -1.70559 -1.41142 -4.40555
O7 -3.21325 -2.08949 -5.94183
H23 -5.07391 -2.68385 -7.79932
H24 -5.20566 -4.40341 -7.38574
H25 -5.67610 -3.15079 -6.22015
H26 -2.83793 -3.63313 -7.24934
H27 -3.07858 -5.28589 -5.47613
H28 -4.19759 -4.27598 -4.55631
Cs1 1.13666 -3.53377 0.23645
Cl1 -3.12621 -4.82306 -2.46637
Al1 1.00403 2.92856 1.46238
C16 6.14093 0.11768 7.34599
C17 4.94262 -0.11615 8.24155
O8 3.86135 0.76794 7.92234
C18 3.15957 0.44272 6.83525
O9 3.35021 -0.51758 6.13255
O10 2.22334 1.36707 6.65636
C19 1.44726 1.18546 5.46604
H29 6.43934 1.16640 7.37546
H30 6.98129 -0.49985 7.66395
H31 5.90840 -0.12512 6.31003
H32 5.20700 0.09989 9.27525
H33 4.60750 -1.15249 8.19946
H34 1.02633 0.18315 5.42326
H35 2.06203 1.37511 4.58574
H36 0.63925 1.91108 5.49436
O11 -5.94153 6.77374 -0.00918
S1 -4.77610 5.87151 0.04430
O12 -5.30327 4.43872 -0.02224
O13 -4.04884 6.02038 1.31556
O14 -3.88301 6.07332 -1.11203
Cs2 -6.81103 2.91816 0.69878
Br1 0.47956 -1.93977 4.34105
Cl2 -0.32512 -1.69570 6.42500

The value obtained for the LUMO energy is -1.171 eV. The charge is -1. The calculation puts the gap between HOMO and LUMO at 2.3 eV.